Record 1
DFT (ωB97M-V with the def2-TZVPD basis set) results for an isolated molecule of C4H8OS2 in a non-equilibrium geometry.

Last column: natural (NBO) charge in e.
Geometry (Å):
C  2.96112  -0.39495  -0.08942  -0.762
S  1.88524  0.67209  0.90591  0.110
S  0.61245  1.32482  -0.58663  0.069
C  -0.74312  0.11980  -0.88226  -0.516
C  -1.42033  -0.32689  0.43488  -0.540
C  -2.61637  0.48917  0.76778  0.438
O  -2.86085  0.91393  1.86663  -0.503
H  3.45019  0.14968  -0.89716  0.226
H  2.43293  -1.25418  -0.49534  0.216
H  3.79759  -0.80795  0.48449  0.231
H  -1.42903  0.73297  -1.46952  0.227
H  -0.32878  -0.70399  -1.45715  0.220
H  -0.64000  -0.29633  1.19028  0.248
H  -1.78390  -1.34722  0.28351  0.235
H  -3.31714  0.72905  -0.05601  0.102

## Properties
total energy	-1028.80495	Eh
relative energy (zero: lowest compared OMol25 entry of this formula, charge and spin)	11.35	kcal per mole
SMILES	CSSCCC=O

***

Record 2
DFT (ωB97M-V with the def2-TZVPD basis set) results for the ion H3N4 with charge -1 in a non-equilibrium geometry.

Last column: natural (NBO) charge in e.
Geometry (Å):
N  -0.31605  1.30274  -0.11581  -0.732
N  0.02552  0.04132  -0.00476  0.288
N  0.25963  -0.81966  -0.99804  -0.764
N  0.07901  -0.51486  1.12959  -0.691
H  -0.61727  1.66884  0.74917  0.306
H  -0.08735  -0.36964  -1.85553  0.286
H  0.05919  -1.48175  0.92077  0.307

## Properties
net charge	-1
total energy	-220.73137	Eh
relative energy (zero: lowest compared OMol25 entry of this formula, charge and spin)	0.98	kcal per mole
SMILES	N=[N+]([NH-])[NH-]

***

Record 3
DFT (ωB97M-V with the def2-TZVPD basis set) results for an isolated molecule of C12H13N in a non-equilibrium geometry.

Last column: natural (NBO) charge in e.
Geometry (Å):
C  2.67792  -1.01362  1.26091  -0.632
C  3.27171  -0.16136  0.10623  -0.385
C  2.33581  -0.02979  -1.08624  -0.442
C  0.89387  0.26220  -0.76429  0.231
C  0.58402  1.59298  -0.35773  -0.267
C  -0.69731  1.88254  0.05439  -0.127
C  -1.60241  0.78398  -0.00543  -0.122
C  -3.00112  1.05982  0.30583  -0.160
C  -3.89186  0.03964  0.19743  -0.220
C  -3.51959  -1.26368  -0.16338  -0.208
C  -2.20127  -1.60261  -0.42216  -0.181
C  -1.19669  -0.49391  -0.39679  0.165
N  0.10045  -0.75312  -0.74217  -0.423
H  2.70218  -2.10689  1.07126  0.212
H  1.58064  -0.67891  1.27728  0.209
H  3.01984  -0.91132  2.37952  0.215
H  4.32319  -0.47427  -0.20876  0.212
H  3.41116  0.90112  0.42562  0.189
H  2.34068  -0.99132  -1.70520  0.227
H  2.82013  0.85142  -1.49827  0.216
H  1.39138  2.38002  -0.35520  0.219
H  -0.99746  2.91124  0.24585  0.221
H  -3.24120  1.98902  0.74815  0.207
H  -4.90236  0.28514  0.46262  0.209
H  -4.32205  -1.90392  -0.11035  0.210
H  -1.87967  -2.55442  -0.71913  0.223

## Properties
total energy	-519.79039	Eh
relative energy (zero: lowest compared OMol25 entry of this formula, charge and spin)	20.02	kcal per mole
SMILES	CCCc1ccc2ccccc2n1

***

Record 4
DFT (ωB97M-V with the def2-TZVPD basis set) results for an isolated molecule of C24H33N3O2S2.

Last column: natural (NBO) charge in e.
Geometry (Å):
C  -9.42026  -0.35540  -2.14915  -0.634
C  -9.23668  0.39954  -0.83984  -0.073
O  -7.85713  0.57423  -0.52664  -0.509
C  -7.23912  -0.45184  0.07816  0.783
O  -7.79556  -1.48300  0.37664  -0.609
C  -5.81244  -0.17315  0.34535  -0.196
C  -5.06362  -1.13737  1.01921  -0.149
C  -3.73354  -0.91738  1.29216  -0.248
C  -3.11619  0.27639  0.90524  0.174
N  -1.76128  0.40790  1.18274  -0.604
C  -0.99325  1.53095  1.31946  0.311
S  -1.65006  3.04554  1.44721  -0.246
N  0.34285  1.31686  1.41479  -0.419
C  0.96494  0.02876  1.17830  -0.235
C  0.83932  -0.46131  -0.26822  -0.417
C  1.69329  -1.71361  -0.47455  -0.211
N  3.08399  -1.48054  -0.12809  -0.459
C  3.80104  -0.76407  -1.16905  -0.223
C  5.19425  -0.37843  -0.68581  -0.401
C  5.99160  -1.61944  -0.29060  -0.216
C  7.36872  -1.24880  0.24895  -0.596
C  5.17611  -2.39133  0.74472  -0.401
C  3.78572  -2.70812  0.20409  -0.209
C  1.24768  2.42949  1.63783  -0.268
C  2.11796  2.70967  0.46055  -0.200
C  3.47722  2.70863  0.40206  -0.261
C  3.97750  3.02927  -0.88020  -0.264
C  2.98850  3.26147  -1.77800  -0.412
S  1.42450  3.11116  -1.07769  0.447
C  -3.85831  1.22938  0.20889  -0.199
C  -5.19214  1.00600  -0.06076  -0.152
H  -9.02093  -1.36213  -2.05368  0.224
H  -8.89975  0.15678  -2.95504  0.209
H  -10.47772  -0.41686  -2.38991  0.215
H  -9.72112  -0.14332  -0.02111  0.199
H  -9.64274  1.41116  -0.90804  0.188
H  -5.54923  -2.05240  1.32226  0.238
H  -3.15823  -1.66948  1.81545  0.205
H  -1.33180  -0.45682  1.48459  0.396
H  0.57116  -0.72685  1.87089  0.182
H  2.02962  0.13376  1.39196  0.247
H  1.16738  0.33373  -0.93690  0.218
H  -0.19582  -0.69435  -0.52166  0.213
H  1.58195  -2.06157  -1.51607  0.178
H  1.31271  -2.50349  0.17979  0.191
H  3.24598  0.14094  -1.42106  0.210
H  3.88495  -1.37882  -2.08517  0.161
H  5.70890  0.17168  -1.47539  0.209
H  5.09619  0.27717  0.18045  0.202
H  6.11956  -2.25156  -1.17735  0.193
H  7.27451  -0.62084  1.13233  0.201
H  7.93842  -0.70382  -0.50028  0.207
H  7.92570  -2.14236  0.52148  0.208
H  5.68065  -3.32157  1.01184  0.208
H  5.07392  -1.78486  1.64642  0.201
H  3.20989  -3.23786  0.96809  0.198
H  3.87639  -3.37163  -0.67595  0.159
H  1.87754  2.20789  2.50651  0.209
H  0.62546  3.30287  1.86421  0.273
H  4.10387  2.49726  1.25039  0.223
H  5.02475  3.07875  -1.11751  0.226
H  3.07493  3.51727  -2.81524  0.236
H  -3.39013  2.14214  -0.11755  0.240
H  -5.76251  1.74773  -0.59654  0.230

## Properties
total energy	-2045.48436	Eh
relative energy (zero: lowest compared OMol25 entry of this formula, charge and spin)	3.83	kcal per mole
SMILES	CCOC(=O)c1ccc(NC(=S)N(CCCN2CCC(C)CC2)Cc2cccs2)cc1